{
  "formula": "C57H50F10N2O4",
  "method": "ωB97M-V with the def2-TZVPD basis set",
  "de_lowest_kcal_mol": 202.5,
  "spin_multiplicity": 1,
  "total_charge": 0,
  "homo_lumo_gap_ha": 0.30125,
  "smiles": "NCN1C(=O)c2ccc(C[C@@H]3CO3)c(C[C@@H](O)C(F)(F)F)c2C1=O.Fc1ccccc1.Fc1ccccc1.Fc1ccccc1.Fc1ccccc1.Fc1ccccc1.Fc1ccccc1.Fc1ccccc1",
  "e_homo_ev": -8.68,
  "elements": ["N", "C", "N", "C", "O", "C", "C", "C", "C", "C", "C", "C", "O", "C", "C", "C", "O", "C", "F", "F", "F", "C", "C", "O", "H", "H", "H", "H", "H", "H", "H", "H", "H", "H", "H", "H", "H", "H", "H", "F", "C", "C", "C", "C", "C", "C", "H", "H", "H", "H", "H", "F", "C", "C", "C", "C", "C", "C", "H", "H", "H", "H", "H", "F", "C", "C", "C", "C", "C", "C", "H", "H", "H", "H", "H", "F", "C", "C", "C", "C", "C", "C", "H", "H", "H", "H", "H", "F", "C", "C", "C", "C", "C", "C", "H", "H", "H", "H", "H", "F", "C", "C", "C", "C", "C", "C", "H", "H", "H", "H", "H", "F", "C", "C", "C", "C", "C", "C", "H", "H", "H", "H", "H"],
  "coordinates": [[-5.7234, -1.5894, 0.2056], [-6.4375, -0.2825, 0.1475], [-6.0554, 0.5818, -0.9973], [-6.2256, 0.0429, -2.3586], [-7.2483, 0.1246, -3.0673], [-4.7963, -0.5928, -2.6600], [-4.3285, -1.7002, -3.6246], [-2.7976, -2.0555, -3.5636], [-1.8211, -1.3127, -2.5753], [-0.3101, -1.8086, -2.5862], [-0.3162, -3.0111, -1.3438], [-0.9887, -4.4823, -1.8207], [-1.6801, -3.4153, -0.8363], [-2.3165, -0.1519, -1.6359], [-1.3557, 0.6574, -0.6545], [-1.8208, 0.6629, 0.8745], [-1.4964, -0.5633, 1.5894], [-1.1686, 1.9758, 1.5787], [-1.7295, 3.1616, 1.0120], [-1.4995, 2.0256, 2.9741], [0.2422, 1.9258, 1.3687], [-3.8229, 0.1732, -1.7124], [-4.7361, 1.2360, -0.9557], [-4.4422, 2.3601, -0.4682], [-6.0227, -2.1731, 0.9964], [-4.7006, -1.4847, 0.2752], [-7.5633, -0.5206, 0.1589], [-6.2094, 0.3067, 1.1190], [-5.0722, -2.2216, -4.3045], [-2.4140, -2.8793, -4.2659], [0.4466, -1.0249, -2.2513], [-0.0156, -2.3901, -3.5192], [0.6330, -3.0529, -0.5938], [-1.9102, -4.4212, -2.4962], [-1.0479, -5.2950, -1.0035], [-1.2726, 1.7463, -0.9989], [-0.3064, 0.1753, -0.6818], [-2.9650, 0.7883, 0.9923], [-2.1478, -0.5552, 2.3448], [-2.9230, -0.0652, 3.7582], [-2.5684, -0.3430, 5.0291], [-1.4304, -1.0964, 5.2677], [-1.0612, -1.3790, 6.5787], [-1.8408, -0.9135, 7.6346], [-2.9852, -0.1613, 7.3820], [-3.3483, 0.1305, 6.0712], [-0.8407, -1.4569, 4.4322], [-0.1685, -1.9613, 6.7778], [-1.5546, -1.1380, 8.6571], [-3.5936, 0.1970, 8.2057], [-4.2306, 0.7219, 5.8556], [-4.9422, -0.3042, -5.7643], [-5.0683, 0.9164, -6.3110], [-4.1829, 1.3137, -7.3007], [-4.3166, 2.5759, -7.8701], [-5.3275, 3.4299, -7.4354], [-6.2076, 3.0215, -6.4371], [-6.0814, 1.7554, -5.8750], [-3.3974, 0.6385, -7.6201], [-3.6340, 2.8942, -8.6508], [-5.4284, 4.4162, -7.8771], [-6.9919, 3.6893, -6.0968], [-6.7630, 1.4172, -5.1029], [2.0316, -1.9586, -0.5528], [3.1424, -1.2469, -0.8274], [3.4528, -0.9523, -2.1456], [4.5967, -0.2130, -2.4291], [5.4221, 0.2135, -1.3914], [5.1025, -0.0929, -0.0717], [3.9530, -0.8226, 0.2130], [2.8026, -1.2999, -2.9406], [4.8452, 0.0299, -3.4563], [6.3167, 0.7865, -1.6137], [5.7485, 0.2365, 0.7350], [3.6839, -1.0626, 1.2350], [0.7739, -4.0417, 8.1219], [1.2781, -4.8326, 7.1613], [1.3368, -6.2017, 7.3687], [1.8545, -7.0219, 6.3716], [2.3174, -6.4626, 5.1828], [2.2581, -5.0859, 4.9875], [1.7304, -4.2660, 5.9795], [0.9795, -6.6180, 8.3034], [1.8980, -8.0955, 6.5204], [2.7251, -7.1031, 4.4073], [2.6227, -4.6514, 4.0627], [1.6686, -3.1930, 5.8404], [4.4952, 0.9014, -5.3987], [4.9976, 0.0905, -6.3488], [5.0516, -1.2755, -6.1195], [5.5663, -2.1131, -7.1036], [6.0306, -1.5738, -8.3009], [5.9758, -0.1999, -8.5176], [5.4512, 0.6372, -7.5386], [4.6932, -1.6763, -5.1782], [5.6062, -3.1843, -6.9380], [6.4361, -2.2276, -9.0663], [6.3417, 0.2188, -9.4490], [5.3927, 1.7083, -7.6937], [-2.3627, 1.5758, 10.6141], [-1.2580, 2.2940, 10.3528], [-0.9476, 2.6116, 9.0401], [0.1932, 3.3596, 8.7691], [1.0169, 3.7722, 9.8138], [0.6981, 3.4429, 11.1283], [-0.4489, 2.7042, 11.4006], [-1.5960, 2.2748, 8.2396], [0.4409, 3.6201, 7.7456], [1.9095, 4.3521, 9.6014], [1.3427, 3.7615, 11.9406], [-0.7173, 2.4464, 12.4184], [7.6887, 3.8931, -5.6096], [6.5775, 4.3269, -4.9928], [6.4719, 5.6635, -4.6407], [5.3184, 6.1134, -4.0062], [4.2886, 5.2194, -3.7217], [4.4082, 3.8785, -4.0757], [5.5564, 3.4303, -4.7200], [7.2870, 6.3426, -4.8628], [5.2219, 7.1588, -3.7331], [3.3909, 5.5705, -3.2227], [3.6071, 3.1823, -3.8497], [5.6628, 2.3965, -5.0090]],
  "forces_ev_per_angstrom": [[0.242, 0.318, -0.275], [-0.356, 0.041, 1.967], [-0.728, 1.030, -0.236], [-0.278, -1.100, -1.354], [3.551, -0.459, 2.751], [2.735, -0.289, -0.115], [2.745, 2.071, 2.991], [-1.865, 2.673, 2.081], [-2.507, 0.722, -1.052], [-1.245, -1.616, 2.559], [-2.027, -2.703, -0.701], [-2.637, 3.129, 3.833], [4.106, 1.260, -1.086], [-2.284, -1.435, -1.971], [0.143, -0.729, -0.086], [-0.900, 0.370, 0.417], [-0.787, 1.756, -0.316], [-0.653, -0.199, -0.017], [1.866, -2.645, 1.357], [1.446, 0.069, -3.307], [-3.176, 0.792, 0.992], [1.003, -1.987, -2.170], [1.702, 0.840, 0.573], [-1.379, -4.794, -1.720], [-0.034, 0.584, -0.495], [-0.679, 0.023, -0.076], [1.726, 0.593, -0.372], [-0.504, -0.422, -1.696], [1.276, 0.761, 1.042], [-0.493, 1.491, 1.309], [-1.150, -1.036, -0.791], [-0.458, 1.209, 1.113], [-3.245, -0.229, -1.986], [2.219, -0.694, -0.118], [1.048, 0.645, -2.161], [-0.181, -1.579, 0.403], [-1.665, 0.859, 0.078], [1.834, 0.263, -0.519], [1.233, -0.250, -1.068], [-0.586, 0.057, 0.018], [0.415, -0.285, 1.242], [0.058, -0.018, -0.282], [-0.297, 0.200, 0.049], [0.029, -0.015, 0.033], [0.242, -0.168, -0.151], [-0.191, 0.135, -0.213], [-0.030, 0.049, 0.007], [-0.128, 0.043, -0.024], [-0.034, 0.036, -0.111], [0.060, -0.008, -0.102], [0.046, -0.039, -0.023], [-0.044, -0.010, -0.239], [-0.101, 0.819, -0.364], [0.128, -0.156, -0.024], [-0.256, 0.008, 0.236], [0.022, 0.036, -0.041], [0.279, -0.129, -0.183], [-0.138, -0.095, 0.192], [-0.061, 0.006, 0.035], [-0.045, -0.062, 0.091], [0.011, -0.108, 0.050], [0.065, -0.108, -0.015], [0.072, -0.040, -0.033], [0.540, 0.359, 0.158], [0.941, 0.578, -0.161], [-0.191, -0.100, -0.075], [0.099, -0.016, 0.323], [0.008, 0.000, -0.016], [-0.120, -0.041, -0.293], [-0.124, -0.101, 0.171], [0.014, 0.008, 0.041], [-0.075, -0.054, 0.259], [-0.106, -0.056, 0.020], [-0.107, -0.038, -0.060], [-0.020, -0.006, -0.069], [-0.062, 0.123, 0.112], [0.312, -0.498, -0.603], [-0.075, -0.044, 0.160], [0.039, 0.332, -0.142], [0.010, -0.056, -0.009], [-0.079, -0.200, 0.212], [-0.042, 0.161, 0.046], [-0.001, 0.065, -0.046], [-0.011, 0.120, 0.024], [-0.046, 0.079, 0.084], [-0.064, -0.016, 0.104], [0.030, -0.049, 0.038], [-0.414, -0.262, -0.061], [0.364, -0.670, -0.805], [-0.099, 0.010, 0.204], [0.047, 0.304, -0.156], [0.001, -0.042, 0.004], [-0.077, -0.217, 0.228], [-0.036, 0.247, 0.059], [0.004, 0.022, -0.049], [-0.011, 0.123, 0.026], [-0.046, 0.079, 0.086], [-0.062, -0.009, 0.114], [0.000, -0.046, 0.046], [-0.157, -0.115, 0.022], [0.711, 0.464, -0.168], [-0.162, -0.064, -0.137], [0.032, -0.029, 0.357], [0.027, 0.015, -0.035], [-0.125, -0.043, -0.291], [-0.078, -0.080, 0.160], [0.021, 0.003, 0.062], [-0.059, -0.059, 0.092], [-0.099, -0.064, 0.030], [-0.100, -0.039, -0.062], [-0.012, -0.017, -0.070], [0.144, -0.067, -0.088], [-0.744, 0.338, 0.435], [0.174, 0.105, -0.075], [-0.067, -0.354, -0.036], [-0.029, 0.053, 0.024], [0.163, 0.255, -0.031], [0.291, 0.036, -0.028], [-0.032, -0.062, -0.013], [0.049, -0.105, -0.033], [0.099, -0.044, -0.054], [0.100, 0.031, -0.054], [0.153, 0.272, 0.095]]
}